# 1
The following is a quantum chemistry calculation of C8H6F15NaO18S5 as an isolated structure, from the OMol25 dataset.

Calculated values
Total charge ... -4
Frontier orbital gap ... 6.087 eV
LUMO energy ... 0.2585 hartree

Last column: Löwdin charge in e.
Element x y z (Å)
S (0.047, -2.534, 3.030)  0.490
S (-2.428, -3.833, 0.334)  0.496
S (-3.783, 2.068, -0.637)  0.543
S (-0.133, 3.660, 0.633)  0.483
S (0.422, -0.614, -2.525)  0.511
Na (-1.009, -0.118, 0.529)  0.364
F (2.417, -1.423, 3.753)  0.161
F (-3.439, -3.161, -2.036)  0.074
F (-4.950, -3.203, -0.476)  0.084
F (-1.259, -2.544, -3.268)  0.105
F (-2.286, -0.713, -2.718)  0.132
F (-6.340, 1.148, -0.881)  0.117
F (1.394, 5.643, 1.709)  0.063
F (2.594, 4.054, 0.748)  0.093
F (-5.735, 2.455, -2.535)  0.131
F (1.593, 3.682, 2.680)  0.082
F (0.885, -1.357, 5.202)  0.075
F (-4.235, -5.064, -1.392)  0.099
F (-5.006, 0.521, -2.410)  0.157
F (-1.343, -0.881, -4.701)  0.056
F (1.912, -3.310, 4.639)  0.123
O (3.675, 0.915, 0.628)  0.017
O (1.553, -0.878, -3.421)  -0.375
O (-3.325, 0.838, 0.048)  -0.336
O (0.196, 0.843, -2.408)  -0.343
O (-2.776, 2.528, -1.606)  -0.339
O (-0.908, -3.392, 3.762)  -0.350
O (-2.862, -4.503, 1.535)  -0.348
O (-0.494, -1.250, 2.632)  -0.333
O (0.047, 4.157, -0.728)  -0.339
O (-1.198, 4.305, 1.332)  -0.320
O (-0.169, 2.181, 0.700)  -0.323
O (0.491, -1.305, -1.236)  -0.325
O (5.564, 1.634, -0.115)  -0.029
O (4.406, 0.013, -1.310)  0.160
O (-4.271, 3.205, 0.203)  -0.393
O (-1.363, -4.517, -0.392)  -0.340
O (-2.146, -2.404, 0.660)  -0.328
O (0.634, -3.219, 1.881)  -0.328
C (4.500, 0.742, -0.367)  -0.552
C (1.486, 4.300, 1.486)  -0.603
C (6.620, 1.730, -0.984)  -0.147
C (-5.371, 1.522, -1.699)  -0.748
C (1.471, -2.137, 4.250)  -0.711
C (-1.244, -1.219, -3.363)  -0.604
C (2.514, 0.132, 0.862)  -0.006
C (-3.866, -3.864, -0.952)  -0.616
H (2.028, 0.532, 1.752)  0.097
H (6.346, 2.204, -1.926)  0.088
H (7.438, 2.360, -0.635)  0.072
H (7.157, 0.830, -1.285)  0.080
H (2.767, -0.923, 0.961)  0.106
H (1.780, 0.167, 0.056)  0.075

# 2
The following is a quantum chemistry calculation of C35H48IN3O3PPtS2Si4 as an isolated structure, from the OMol25 dataset.

Calculated values
<S²> ... 2.01
Total charge ... -1
Frontier orbital gap (alpha / beta) ... 5.387 / 5.874 eV
LUMO energy (alpha / beta) ... 0.0816 / 0.0238 hartree
ΔE to the lowest compared entry with this formula, charge and spin ... 56.16 kcal per mole
2S+1 ... 3

Last column: Löwdin charge in e.
Element x y z (Å)
Pt (-0.008, -0.791, 1.120)  0.591
I (2.000, 0.460, -0.405)  1.177
S (0.283, 0.032, 3.791)  0.113
S (1.498, -1.370, 2.833)  0.343
P (0.487, 3.383, -0.919)  1.026
Si (0.439, -2.771, -0.103)  0.229
Si (2.614, -3.696, 0.244)  0.338
Si (0.404, -2.968, -2.495)  0.362
Si (-1.137, -4.275, 0.851)  0.351
O (0.983, 0.652, 4.885)  -0.365
O (-0.955, -0.655, 4.113)  -0.407
O (0.071, 0.960, 2.623)  -0.525
N (-4.521, 0.294, -0.144)  0.087
N (-4.437, -1.236, -1.862)  0.098
N (-1.625, 0.030, 0.147)  -0.174
C (-4.093, 2.675, -1.401)  -0.061
C (-0.863, 7.201, -1.904)  -0.091
C (-1.785, 2.759, -2.177)  -0.128
C (-2.895, -3.721, 0.473)  -0.215
C (1.131, -4.675, -2.870)  -0.224
C (1.527, 7.246, -1.716)  -0.096
C (0.327, 5.178, -1.328)  -0.381
C (0.891, 3.601, 0.879)  -0.305
C (-2.269, 1.127, 0.834)  -0.228
C (1.611, 4.434, 3.467)  -0.024
C (3.510, -3.352, 1.862)  -0.296
C (-0.865, 5.848, -1.587)  -0.090
C (-3.823, 1.234, 0.679)  -0.233
C (-3.777, -0.470, -0.881)  -0.450
C (-3.226, 2.651, -2.412)  -0.081
C (4.105, 1.762, 3.048)  -0.068
C (0.232, 4.613, 1.536)  -0.098
C (-0.883, -4.276, 2.713)  -0.222
C (1.501, -1.721, -3.405)  -0.231
C (0.330, 7.906, -1.967)  -0.106
C (-2.367, -0.610, -0.780)  -0.152
C (3.851, -3.188, -1.101)  -0.229
C (2.643, 1.741, 1.128)  -0.564
C (2.331, 3.389, 2.849)  -0.162
C (-3.657, 2.654, 0.026)  -0.180
C (-1.199, -2.995, -3.496)  -0.225
C (0.556, 5.020, 2.838)  -0.056
C (2.510, -5.588, 0.195)  -0.224
C (-2.118, 2.591, 0.257)  -0.165
C (-1.029, -6.068, 0.259)  -0.216
C (1.522, 5.895, -1.409)  -0.111
C (3.685, 1.202, 1.831)  -0.190
C (1.942, 2.907, 1.563)  -0.206
C (-1.255, 2.826, -0.949)  -0.354
C (3.410, 2.811, 3.558)  -0.028
H (-1.043, -3.291, 3.156)  0.008
H (-1.807, 3.251, 1.065)  0.116
H (-3.099, -2.702, 0.804)  0.025
H (4.918, 1.305, 3.596)  0.108
H (3.838, -2.119, -1.316)  -0.008
H (1.239, -4.766, -3.956)  0.036
H (-1.879, -1.387, -1.331)  0.039
H (-4.070, -2.170, -1.956)  0.048
H (-0.902, -3.305, -4.505)  0.027
H (-3.598, -4.395, 0.971)  0.032
H (2.465, 7.784, -1.767)  0.097
H (-1.804, 5.310, -1.542)  0.099
H (-1.891, -6.608, 0.665)  0.027
H (-1.910, -3.739, -3.128)  0.022
H (-4.164, 3.440, 0.592)  0.132
H (2.930, -3.632, 2.741)  -0.005
H (2.111, -4.839, -2.425)  -0.016
H (1.898, -5.997, -0.607)  0.002
H (2.461, 5.385, -1.220)  0.102
H (-1.579, -4.986, 3.171)  0.029
H (1.254, -1.778, -4.470)  0.028
H (2.563, -1.948, -3.294)  0.011
H (-0.550, 5.152, 1.015)  0.102
H (1.912, 4.741, 4.461)  0.114
H (3.648, 3.212, 4.536)  0.116
H (-1.705, -2.038, -3.582)  0.020
H (-0.125, -6.567, 0.610)  0.007
H (4.155, 0.294, 1.481)  0.074
H (3.529, -5.972, 0.079)  0.033
H (-1.802, 7.705, -2.099)  0.098
H (-1.968, 1.118, 1.878)  0.104
H (2.122, -5.969, 1.143)  0.025
H (0.330, 8.960, -2.214)  0.094
H (3.803, -2.307, 1.971)  -0.019
H (0.135, -4.582, 2.970)  0.022
H (-0.011, 5.809, 3.315)  0.104
H (-3.094, -3.770, -0.601)  0.010
H (-5.429, -1.252, -1.664)  0.075
H (-3.575, 2.614, -3.437)  0.095
H (1.340, -0.684, -3.103)  -0.021
H (-4.316, 1.289, 1.652)  0.131
H (-5.158, 2.645, -1.595)  0.107
H (-1.065, -6.158, -0.828)  0.013
H (0.467, -5.474, -2.535)  0.019
H (4.853, -3.444, -0.745)  0.029
H (3.685, -3.727, -2.035)  0.008
H (4.421, -3.961, 1.838)  0.032
H (-1.145, 2.898, -3.045)  0.098

# 3
The following is a quantum chemistry calculation of an isolated ion of composition C7H8N5O and charge +1, from the OMol25 dataset.

Calculated values
<S²> ... 2.03
Total charge ... +1
Frontier orbital gap (alpha / beta) ... 5.787 / 6.339 eV
LUMO energy (alpha / beta) ... -0.1607 / -0.2803 hartree
ΔE to the lowest compared entry with this formula, charge and spin ... 42.49 kcal per mole
2S+1 ... 3

Last column: Löwdin charge in e.
Element x y z (Å)
O (-3.098, 1.413, 0.068)  0.187
N (-2.626, -0.680, 0.906)  0.144
N (-1.689, -1.651, 0.664)  0.197
N (0.719, 2.217, -0.069)  0.132
N (0.274, -1.895, -0.630)  0.162
N (3.880, -0.072, 1.128)  0.200
C (0.817, 0.947, 0.253)  -0.260
C (-1.226, 0.065, -0.688)  0.136
C (2.971, -0.021, 0.444)  -0.199
C (1.806, 0.063, -0.437)  -0.244
C (1.405, -1.381, -0.765)  -0.033
C (-2.428, 0.414, 0.070)  -0.412
C (-0.835, -1.205, -0.263)  -0.275
H (1.040, 2.560, -0.964)  0.128
H (0.509, 0.668, 1.254)  0.145
H (-3.445, -0.860, 1.469)  0.191
H (0.142, 2.850, 0.470)  0.133
H (-1.612, -2.495, 1.214)  0.205
H (2.209, -2.002, -1.140)  0.143
H (2.145, 0.511, -1.383)  0.168
H (-0.957, 0.556, -1.602)  0.150

# 4
The following is a quantum chemistry calculation of C4H6O2Yb as an isolated structure, from the OMol25 dataset.

Calculated values
Total charge ... +2
Frontier orbital gap ... 6.112 eV
LUMO energy ... -0.3827 hartree
ΔE to the lowest compared entry with this formula, charge and spin ... 0.00 kcal per mole

Last column: Löwdin charge in e.
Element x y z (Å)
Yb (3.159, 1.845, -0.486)  1.855
O (0.132, 0.446, -2.472)  0.115
O (1.413, 0.318, -0.434)  -0.250
C (-0.276, -0.662, 1.130)  -0.118
C (-1.462, -0.733, 1.738)  0.081
C (0.374, -0.225, -1.343)  -0.288
C (0.001, 0.241, -0.009)  -0.197
H (-1.410, -1.080, 2.785)  0.100
H (0.554, -1.285, -1.519)  0.192
H (-0.442, 1.241, 0.050)  0.166
H (0.543, -1.325, 1.421)  0.124
H (-2.291, -0.079, 1.458)  0.089
H (-0.295, 1.298, -2.318)  0.133

In eV/Å, the max |F| values for the records above are, in order, 5.105 0.734 3.137 2.326.
In eV, the total energy values for the records above are, in order, -144601.82961 -121507.30874 -16874.71752 -39849.91626.